Formula: C37H32Br2NOP2W
Source: the OMol25 dataset
Level of theory: ωB97M-V/def2-TZVPD

```
76
Properties=species:S:1:pos:R:3:lowdin_charge:R:1
W -0.2710 0.3870 -1.0279 1.249
C 1.1847 -2.6243 1.3291 -0.253
C -0.2755 -2.2474 1.5554 -0.303
P -0.7437 -0.4612 1.3698 1.042
C -2.5469 -0.4528 1.6098 -0.377
C -3.2649 -1.5200 2.1467 -0.112
C -4.6252 -1.3792 2.3749 -0.039
C -5.2700 -0.1874 2.0972 -0.024
C -4.5556 0.8852 1.5748 -0.033
C -3.2007 0.7478 1.3413 -0.137
C -0.0831 0.2577 2.9057 -0.347
C -0.9185 0.4318 4.0081 -0.055
C -0.3789 0.8031 5.2274 -0.031
C 0.9867 1.0030 5.3567 -0.030
C 1.8195 0.8597 4.2540 -0.048
C 1.2865 0.4994 3.0280 -0.124
C 1.6370 -2.4831 -0.1357 -0.341
P 1.8899 -0.7409 -0.6621 1.149
C 0.7374 2.1168 -0.3322 -0.358
C 0.7854 3.0841 0.6729 -0.063
C 1.0819 4.4117 0.3789 -0.014
C 1.3211 4.8033 -0.9301 -0.015
C 1.3123 3.8668 -1.9549 -0.038
C 1.0441 2.5323 -1.6562 -0.211
C 3.5361 -0.3060 -0.1262 -0.399
C 4.3306 -1.1256 0.6979 -0.056
C 5.6373 -0.7791 0.9700 -0.012
C 6.1891 0.3700 0.4099 0.022
C 5.4106 1.2025 -0.3904 -0.019
C 4.0953 0.8799 -0.6460 -0.070
H 1.2967 -3.6798 1.5913 0.139
H 1.8365 -2.0532 1.9950 0.095
H -0.5296 -2.4933 2.5922 0.115
H -0.9171 -2.8293 0.8877 0.028
H -2.7865 -2.4569 2.3799 0.096
H -5.1786 -2.2151 2.7738 0.126
H -6.3273 -0.0861 2.2804 0.126
H -5.0550 1.8177 1.3661 0.123
H -2.6109 1.5931 0.9565 0.083
H -1.9810 0.2599 3.9190 0.108
H -1.0292 0.9257 6.0806 0.125
H 1.4015 1.2767 6.3146 0.125
H 2.8807 1.0306 4.3555 0.117
H 1.9282 0.4057 2.1563 0.077
H 0.8845 -2.9378 -0.7900 0.091
H 2.5757 -3.0246 -0.2852 0.099
H 0.5841 2.8100 1.7025 0.103
H 1.1120 5.1394 1.1751 0.130
H 1.5476 5.8325 -1.1569 0.131
H 1.5635 4.1700 -2.9605 0.126
H 1.2243 1.7800 -2.4633 0.080
H 3.9353 -2.0289 1.1334 0.106
H 6.2439 -1.4044 1.6087 0.133
H 7.2247 0.6121 0.5882 0.136
H 5.8415 2.0939 -0.8168 0.129
H 3.4866 1.5212 -1.2692 0.094
Br -3.1092 -3.6726 -0.5234 0.955
C -2.6452 -2.8599 -2.1571 -0.539
C -3.1703 -3.3401 -3.3585 -0.122
C -2.8036 -2.7913 -4.5697 -0.568
Br -3.4565 -3.5528 -6.1691 0.917
C -1.9206 -1.6700 -4.6119 -0.158
C -1.5097 -1.0126 -5.7793 0.039
C -0.6779 0.0830 -5.6749 0.009
C -0.2525 0.5205 -4.4244 -0.071
N -0.5977 -0.0778 -3.2814 -0.005
C -1.4270 -1.1669 -3.3804 -0.148
C -1.7641 -1.7812 -2.1509 -0.343
O -1.1831 -1.2683 -1.0646 -0.369
H -3.8584 -4.1703 -3.3305 0.116
H -1.8533 -1.3609 -6.7421 0.107
H -0.3550 0.6164 -6.5539 0.132
H 0.3831 1.3976 -4.3669 0.117
C -2.0026 1.5101 -1.0664 0.033
H -2.9917 1.0990 -1.3072 0.048
H -2.1082 2.6030 -1.0511 0.056
```

Computed properties:
Calculated total energy: -7455.931541 a.u.
Energy above the lowest of the compared OMol25 structures with the same formula, charge and spin: 3.0720 eV
Orbital gap: 0.17453 hartree
Charge: +3
Molecular weight: 912.3 u
Spin multiplicity: 1
LUMO level: -11.41 eV
Maximum force: 0.067 Eh/bohr

---

Formula: C37H32ClOP2Sn
Source: the OMol25 dataset
Level of theory: ωB97M-V/def2-TZVPD

```
74
Properties=species:S:1:pos:R:3:lowdin_charge:R:1
Sn -0.7795 -0.8235 -0.4061 0.959
Cl 0.9038 -2.4709 0.0791 0.152
C 0.0159 0.7493 1.1031 -0.450
O 0.3992 1.7267 0.4878 0.073
P -0.1085 -0.1006 -2.7864 0.995
C -1.5678 -0.4114 -3.8432 -0.380
C 0.4181 1.5823 -3.2280 -0.360
C 1.2281 -1.1703 -3.4015 -0.386
C 1.6313 1.8701 -3.8750 -0.047
C 1.9584 3.1880 -4.2040 -0.029
C 1.0808 4.2330 -3.9128 -0.016
C -0.1354 3.9482 -3.2812 -0.039
C -0.4713 2.6393 -2.9428 -0.095
H 2.3176 1.0590 -4.1187 0.112
H 2.9083 3.3849 -4.6980 0.128
H 1.3524 5.2600 -4.1752 0.133
H -0.8215 4.7652 -3.0598 0.125
H -1.4231 2.4398 -2.4488 0.115
C -2.5176 -1.3645 -3.4367 -0.125
C -3.7451 -1.4593 -4.0880 -0.045
C -4.0099 -0.6779 -5.2174 -0.018
C -3.0228 0.1879 -5.6976 -0.019
C -1.8059 0.3227 -5.0170 -0.052
H -2.3147 -2.0102 -2.5773 0.046
H -4.5040 -2.1439 -3.7086 0.124
H -4.9753 -0.7545 -5.7172 0.131
H -3.2058 0.7720 -6.5982 0.130
H -1.0559 1.0155 -5.3972 0.123
C 1.0960 -1.9602 -4.5544 -0.045
C 2.1442 -2.7954 -4.9543 -0.027
C 3.3291 -2.8546 -4.2131 -0.017
C 3.4721 -2.0475 -3.0784 -0.045
C 2.4417 -1.1966 -2.6869 -0.150
H 0.1744 -1.9213 -5.1379 0.116
H 2.0302 -3.4101 -5.8472 0.128
H 4.1378 -3.5222 -4.5193 0.131
H 4.3912 -2.0888 -2.4931 0.123
H 2.5669 -0.5680 -1.8039 0.097
H -2.4329 -2.5060 -0.4680 0.177
H -1.5943 -2.5233 -0.2618 -0.035
C -0.2562 3.6547 5.9604 -0.012
C 0.6454 3.7474 4.8935 -0.030
C 0.6962 2.7382 3.9290 -0.058
C -0.1527 1.6141 4.0273 -0.300
C -1.0537 1.5352 5.1032 -0.062
C -1.1053 2.5490 6.0592 -0.029
P 0.0638 0.2301 2.8854 1.082
C 1.6997 -0.4548 3.1964 -0.325
C 2.7252 -0.3927 2.2443 -0.101
C 3.9947 -0.8936 2.5517 -0.035
C 4.2551 -1.4174 3.8236 -0.015
C 3.2428 -1.4521 4.7904 -0.024
C 1.9718 -0.9647 4.4844 -0.063
C -1.2276 -0.9709 3.1744 -0.362
C -0.9260 -2.3239 3.4288 -0.063
C -1.9588 -3.2460 3.5756 -0.025
C -3.2907 -2.8387 3.4157 -0.015
C -3.5919 -1.5056 3.1128 -0.041
C -2.5664 -0.5716 2.9977 -0.103
H -0.3090 4.4502 6.7030 0.132
H 1.3124 4.6068 4.8156 0.128
H 1.4005 2.8178 3.0999 0.115
H -1.7119 0.6732 5.1933 0.107
H -1.8136 2.4733 6.8836 0.129
H 2.5342 0.0263 1.2594 0.085
H 4.7866 -0.8608 1.8021 0.124
H 5.2451 -1.8032 4.0657 0.131
H 3.4422 -1.8437 5.7909 0.132
H 1.1863 -0.9690 5.2464 0.127
H 0.1155 -2.6366 3.4967 0.111
H -1.7083 -4.2873 3.8028 0.134
H -4.0862 -3.5809 3.5087 0.133
H -4.6266 -1.2055 2.9686 0.127
H -2.8081 0.4670 2.7568 0.126
```

Computed properties:
Calculated total energy: -2860.515981 a.u.
Energy above the lowest of the compared OMol25 structures with the same formula, charge and spin: 0.0000 eV
Orbital gap (alpha / beta): 0.18529 / 0.18533 hartree
Charge: +3
Molecular weight: 708.8 u
Spin multiplicity: 1
LUMO level (alpha / beta): -11.79 / -11.78 eV
Maximum force: 0.088 Eh/bohr